a | Computed, not measured: a single C28H44O molecule, with ωB97M-V with the def2-TZVPD basis set.

Element x y z (Å)
C 3.18 2.87 -2.46
C 3.37 2.44 -1.21
C 4.74 2.36 -0.59
C 5.10 0.89 -0.30
C 3.86 0.07 0.09
O 3.36 -0.66 -1.01
C 2.77 0.96 0.69
C 2.31 1.97 -0.32
C 1.05 2.43 -0.42
C -0.06 2.05 0.41
C -1.32 2.49 0.29
C -1.77 3.46 -0.78
C -3.24 3.24 -1.12
C -3.53 1.74 -1.09
C -3.47 1.21 0.35
C -4.86 1.34 0.97
C -2.98 -0.26 0.56
C -2.26 -0.94 -0.63
C -3.26 -1.44 -1.68
C -1.48 -2.14 -0.18
C -0.19 -2.32 -0.41
C 0.58 -3.57 -0.07
C 0.97 -4.24 -1.38
C 1.81 -3.22 0.79
C 1.37 -2.57 2.10
C 2.66 -4.46 1.10
C -2.06 -0.23 1.80
C -2.12 1.18 2.37
C -2.46 2.07 1.18
H 2.21 2.89 -2.92
H 4.01 3.21 -3.06
H 4.74 2.92 0.34
H 5.49 2.80 -1.25
H 5.85 0.85 0.50
H 5.54 0.43 -1.19
H 4.15 -0.71 0.82
H 3.04 -0.03 -1.66
H 1.94 0.32 1.01
H 3.17 1.46 1.58
H 0.85 3.18 -1.17
H 0.17 1.36 1.21
H -1.60 4.48 -0.44
H -1.17 3.31 -1.68
H -3.89 3.77 -0.42
H -3.45 3.64 -2.12
H -2.79 1.26 -1.72
H -4.52 1.55 -1.51
H -5.22 2.37 0.91
H -5.57 0.71 0.44
H -4.86 1.04 2.02
H -3.86 -0.87 0.78
H -1.56 -0.23 -1.08
H -2.73 -1.85 -2.54
H -3.93 -0.65 -2.02
H -3.87 -2.23 -1.26
H -2.05 -2.90 0.33
H 0.39 -1.56 -0.92
H -0.07 -4.24 0.50
H 0.10 -4.34 -2.02
H 1.72 -3.64 -1.90
H 1.38 -5.24 -1.21
H 2.42 -2.51 0.23
H 2.24 -2.27 2.69
H 0.76 -1.70 1.91
H 0.78 -3.27 2.70
H 3.45 -4.20 1.80
H 3.12 -4.85 0.20
H 2.04 -5.24 1.55
H -2.37 -0.97 2.54
H -1.05 -0.47 1.49
H -1.19 1.48 2.85
H -2.91 1.27 3.11
H -2.95 2.98 1.52

**SMILES**: C=C1CC[C@H](O)C/C1=C\C=C1/CCC[C@@]2(C)[C@@H]([C@H](C)/C=C/[C@@H](C)C(C)C)CC[C@@H]12
**Kohn-Sham gap**: 8.2252 eV

b | Computed, not measured: a single C28H44O molecule, with ωB97M-V with the def2-TZVPD basis set.

Element x y z (Å)
C 2.84 -3.23 -5.16
C 1.88 -2.06 -4.98
C 0.72 -2.20 -5.96
C 1.36 -1.95 -3.54
C 2.49 -1.76 -2.52
C 0.41 -0.79 -3.42
C -0.83 -0.88 -2.98
C -1.78 0.28 -2.89
C -2.92 0.04 -3.90
C -2.38 0.55 -1.50
C -2.99 -0.66 -0.78
C -3.06 -0.27 0.70
C -2.32 1.07 0.83
C -1.49 1.26 2.06
C -1.60 2.35 2.82
C -0.67 2.61 3.89
C 0.24 1.72 4.28
C 1.11 1.97 5.48
C 2.52 1.39 5.37
O 3.30 2.05 4.39
C 2.42 -0.09 4.98
C 1.71 -0.21 3.64
C 0.27 0.34 3.66
C -0.63 -0.56 4.53
C -0.33 0.31 2.23
C 0.60 0.66 1.05
C -0.14 0.39 -0.27
C -1.44 1.18 -0.44
C -1.13 2.64 -0.75
H 3.12 -3.34 -6.21
H 2.37 -4.16 -4.84
H 3.75 -3.10 -4.58
H 2.42 -1.13 -5.22
H 1.08 -2.24 -6.98
H 0.03 -1.36 -5.87
H 0.16 -3.11 -5.75
H 0.82 -2.88 -3.30
H 3.10 -0.91 -2.79
H 3.12 -2.64 -2.47
H 2.07 -1.58 -1.54
H 0.83 0.17 -3.69
H -1.24 -1.85 -2.73
H -1.25 1.19 -3.20
H -2.51 -0.09 -4.90
H -3.61 0.88 -3.91
H -3.47 -0.86 -3.64
H -3.18 1.28 -1.65
H -3.98 -0.90 -1.18
H -2.37 -1.54 -0.91
H -4.09 -0.16 1.04
H -2.60 -1.04 1.33
H -3.06 1.88 0.79
H -2.38 3.08 2.64
H -0.74 3.58 4.38
H 0.63 1.53 6.36
H 1.17 3.05 5.66
H 3.02 1.48 6.35
H 3.19 3.00 4.50
H 1.91 -0.64 5.77
H 3.43 -0.49 4.89
H 1.69 -1.25 3.32
H 2.30 0.37 2.93
H -0.34 -0.53 5.57
H -0.58 -1.59 4.18
H -1.66 -0.22 4.46
H -0.67 -0.71 2.06
H 0.91 1.70 1.12
H 1.49 0.03 1.06
H -0.35 -0.68 -0.32
H 0.53 0.63 -1.10
H -0.48 2.72 -1.62
H -2.05 3.19 -0.95
H -0.64 3.11 0.10

**SMILES**: CC(C)[C@@H](C)/C=C/[C@@H](C)[C@H]1CC[C@H]2C3=CC=C4C[C@H](O)CC[C@]4(C)[C@@H]3CC[C@@]12C
**Kohn-Sham gap**: 8.4598 eV

Result of the stability comparison: a is the least stable of them.

a | Computed, not measured: a molecular structure, C29H31CeCl4F3N5O2SSi, with ωB97M-V with the def2-TZVPD basis set.

Element x y z (Å)
Ce -0.61 -0.86 0.76
Cl 2.16 -7.36 -0.17
C 1.03 -6.11 0.41
C -0.36 -6.39 0.52
Cl -0.96 -7.96 0.36
C -1.26 -5.26 0.82
Cl -2.94 -5.55 1.01
C -0.80 -3.99 0.77
O -1.54 -2.85 0.83
C 0.61 -3.78 0.82
O 0.90 -2.49 0.88
C 1.53 -4.84 0.67
Cl 3.20 -4.51 0.67
C -2.14 -2.43 4.26
C -2.52 -1.01 3.92
C -3.18 -0.27 4.92
C -3.54 1.08 4.54
C -3.30 1.50 3.25
C -2.61 0.72 2.32
N -2.21 -0.57 2.70
N -2.10 1.13 1.18
Si -2.27 2.65 0.46
C -1.49 2.49 -1.21
C -1.57 4.26 1.23
C -4.06 3.07 0.24
H -2.60 -2.82 5.18
H -1.07 -2.37 4.50
H -2.30 -3.12 3.40
H -3.47 -0.67 5.85
H -3.96 1.71 5.30
H -3.64 2.50 2.94
H -0.50 2.88 -1.08
H -2.11 3.12 -1.91
H -1.49 1.50 -1.64
H -0.48 4.31 1.44
H -2.04 4.57 2.15
H -1.82 5.03 0.48
H -4.40 2.73 -0.75
H -4.26 4.16 0.39
H -4.68 2.52 0.96
N 0.65 -0.26 -3.71
C 1.46 -1.49 -3.52
C 0.59 -2.75 -3.61
C -0.24 -3.18 -2.39
C -1.65 -2.51 -2.22
N -1.44 -1.16 -1.75
H 0.61 0.06 -4.67
H 1.21 0.47 -3.22
H 1.86 -1.53 -2.51
H 2.23 -1.62 -4.21
H 1.16 -3.64 -3.83
H -0.06 -2.61 -4.49
H 0.31 -2.97 -1.48
H -0.36 -4.28 -2.47
H -2.18 -3.14 -1.51
H -2.15 -2.60 -3.18
H -2.39 -0.77 -1.66
H -0.85 -0.66 -2.47
S 1.24 2.56 3.43
C 1.11 1.05 2.81
N 0.98 -0.02 2.32
F 7.15 4.94 -0.97
C 5.95 5.16 -1.56
F 5.60 6.31 -0.99
F 6.31 5.40 -2.84
C 4.88 4.07 -1.37
C 4.93 2.81 -2.01
C 4.01 1.84 -1.68
C 2.92 2.18 -0.89
C 2.82 3.39 -0.27
C 3.79 4.37 -0.54
C 1.92 1.12 -0.78
C 1.02 0.31 -0.64
H 5.74 2.61 -2.76
H 3.99 0.87 -2.13
H 2.04 3.66 0.40
H 3.73 5.30 0.00

**Kohn-Sham gap**: 6.9057 eV
**Charge**: -1

b | Computed, not measured: a molecular structure, C29H31CeCl4F3N5O2SSi, with ωB97M-V with the def2-TZVPD basis set.

Element x y z (Å)
Ce 13.32 10.58 11.80
Cl 14.91 15.63 16.55
C 14.03 14.51 15.52
C 12.65 14.42 15.61
Cl 11.75 15.54 16.58
C 11.95 13.49 14.78
Cl 10.24 13.45 14.66
C 12.65 12.69 13.92
O 12.22 11.78 13.13
C 14.09 12.82 13.78
O 14.55 12.06 12.84
C 14.74 13.75 14.55
Cl 16.48 13.95 14.32
C 11.74 9.29 15.23
C 11.24 8.61 14.01
C 10.17 7.73 14.05
C 9.76 7.14 12.83
C 10.36 7.46 11.67
C 11.45 8.36 11.69
N 11.85 8.90 12.85
N 12.21 8.77 10.65
Si 11.84 8.26 9.02
C 11.92 6.34 8.97
C 10.17 8.94 8.46
C 13.01 8.94 7.72
H 11.39 8.81 16.14
H 11.44 10.36 15.18
H 12.83 9.25 15.23
H 9.71 7.44 14.99
H 8.94 6.45 12.87
H 9.99 7.04 10.76
H 10.95 5.86 9.20
H 12.60 5.94 9.73
H 12.23 6.01 8.00
H 9.38 8.84 9.22
H 9.75 8.53 7.55
H 10.35 10.02 8.37
H 14.04 8.59 7.80
H 12.96 10.03 7.83
H 12.61 8.66 6.74
N 15.32 9.12 10.42
C 16.36 9.31 9.37
C 16.18 10.49 8.45
C 16.61 11.86 8.98
C 15.88 12.28 10.23
N 14.42 12.26 10.16
H 15.73 8.67 11.25
H 14.64 8.48 10.04
H 16.42 8.37 8.81
H 17.30 9.41 9.88
H 15.10 10.50 8.21
H 16.73 10.27 7.52
H 16.45 12.62 8.19
H 17.69 11.80 9.25
H 16.18 13.28 10.57
H 16.21 11.66 11.04
H 14.01 12.40 9.24
H 14.06 13.01 10.74
S 16.52 7.45 14.70
C 15.55 8.37 13.83
N 14.80 9.08 13.24
F 7.21 16.22 5.95
C 6.95 15.03 6.50
F 5.91 15.17 7.32
F 6.50 14.24 5.50
C 8.14 14.41 7.21
C 7.89 13.22 7.94
C 8.90 12.62 8.64
C 10.21 13.15 8.59
C 10.44 14.29 7.84
C 9.43 14.94 7.18
C 11.17 12.46 9.40
C 11.76 11.69 10.14
H 6.88 12.83 7.95
H 8.66 11.70 9.17
H 11.44 14.65 7.77
H 9.60 15.82 6.59

**Kohn-Sham gap**: 7.2013 eV
**Charge**: -1

Result of the stability comparison: a is the least stable of them.

a | Computed, not measured: a single H2N2O2 molecule, with ωB97M-V with the def2-TZVPD basis set.

Element x y z (Å)
O -1.69 0.15 0.00
N -0.45 -0.43 0.00
N 0.45 0.43 0.00
O 1.69 -0.15 0.00
H -2.31 -0.60 0.00
H 2.31 0.60 0.00

**SMILES**: O/N=N/O
**Kohn-Sham gap**: 11.3671 eV

b | Computed, not measured: a single H2N2O2 molecule, with ωB97M-V with the def2-TZVPD basis set.

Element x y z (Å)
O 1.51 -0.54 -0.69
N 0.19 -0.55 -0.57
N -0.21 0.56 0.53
O -1.53 0.54 0.71
H 1.70 -0.80 -1.61
H -1.67 0.80 1.64

**SMILES**: O/N=N/O
**Kohn-Sham gap (spin up / spin down)**: 9.8968 / 9.9100 eV

Result of the stability comparison: b is the least stable of them.